(1)
C46H37ClCrN5O | ωB97M-V/def2-TZVPD

Computed properties:
HOMO level (spin up / spin down) = -6.37 / -6.45 eV
expectation value of S² = 4.08
ΔE to the lowest compared entry with this formula, charge and spin = 16.16 kcal/mol
E_LUMO (spin up / spin down) = -0.427 / -0.621 eV
gap between HOMO and LUMO (spin up / spin down) = 0.2183 / 0.2141 Ha

```
! wB97M-V def2-TZVPD RIJCOSX def2/J DEFGRID3
* xyz 0 4
Cr 0.1811 0.6073 -0.6985
Cl 6.7084 -1.9518 -2.7221
C 5.2343 -1.0456 -2.5850
C 4.5221 -0.7122 -3.7363
C 3.3257 -0.0434 -3.6389
C 2.7355 0.2540 -2.3859
O 1.5490 0.7254 -2.3028
C 3.5274 -0.0230 -1.2242
C 3.0937 0.3941 0.0580
N 1.9179 0.8812 0.3725
C 1.7044 1.3645 1.6469
C 2.5899 1.2972 2.7304
C 2.2494 1.8299 3.9520
C 1.0183 2.4528 4.1211
C 0.1093 2.5198 3.0853
C -1.2106 3.0767 3.2476
C -2.0676 3.0484 2.2333
C -1.7251 2.4667 0.8945
N -0.3968 1.9101 0.7714
C 0.4342 1.9702 1.8171
C 4.7696 -0.6687 -1.3489
H 4.9100 -0.9935 -4.7023
H 2.7754 0.2189 -4.5296
H 3.8553 0.3273 0.8318
H 3.5439 0.8014 2.6427
H 2.9344 1.7457 4.7820
H 0.7526 2.8676 5.0820
H -1.4771 3.4929 4.2071
H -3.0775 3.4170 2.3325
H -1.8405 3.2599 0.1375
H 5.3421 -0.8939 -0.4598
C -2.9835 -2.1465 -1.9922
C -3.7108 -1.4122 -2.9180
C -3.2846 -0.1339 -3.2152
C -2.1537 0.3853 -2.5804
N -1.4617 -0.3305 -1.6722
C -1.8828 -1.5647 -1.3978
C -1.6336 1.7306 -2.7520
C -2.1223 2.6411 -3.6903
C -1.6009 3.9160 -3.7479
C -0.5986 4.2912 -2.8637
C -0.1068 3.3804 -1.9404
C -0.6053 2.0913 -1.8676
H -3.2777 -3.1442 -1.7152
H -4.5835 -1.8290 -3.3938
H -3.8382 0.4776 -3.9062
H -1.3251 -2.1190 -0.6599
H -2.9077 2.3475 -4.3700
H -1.9743 4.6204 -4.4771
H -0.2052 5.2977 -2.8961
H 0.6703 3.6879 -1.2511
C 3.2911 -4.4292 -0.7951
C 2.3633 -3.4505 -1.4077
C 1.9068 -3.2903 -2.6958
C 1.0608 -2.1692 -2.6680
N 0.9963 -1.6840 -1.4343
N 1.7924 -2.4634 -0.6917
C 0.3453 -1.5769 -3.8290
H 3.4099 -5.2901 -1.4460
H 2.9139 -4.7567 0.1724
H 4.2700 -3.9748 -0.6460
H 2.1475 -3.8892 -3.5485
H 1.9447 -2.2601 0.2849
H 0.9145 -1.7679 -4.7358
H 0.2349 -0.5029 -3.6858
H -0.6433 -2.0211 -3.9488
C -0.2238 -1.4767 5.9794
C 0.7701 -2.0753 5.2224
C 0.8024 -1.8979 3.8562
C -0.1684 -1.1243 3.2033
C -1.1382 -0.4909 3.9887
C -1.1637 -0.6701 5.3542
C -0.0918 -0.9834 1.7707
C -0.8914 -0.2675 0.9371
C -2.2479 0.0315 1.0640
C -2.7521 1.3447 0.5238
C -4.1619 1.6441 0.9080
C -4.9800 0.7008 1.4043
C -4.5128 -0.6205 1.6520
C -3.1839 -0.9159 1.5154
H -0.2540 -1.6211 7.0489
H 1.5248 -2.6816 5.7030
H 1.5875 -2.3693 3.2776
H -1.8625 0.1554 3.5163
H -1.9215 -0.1697 5.9398
H 0.8239 -1.3947 1.3605
H -2.7419 1.3118 -0.5766
H -4.5226 2.6407 0.6999
H -6.0074 0.9378 1.6401
H -5.2152 -1.3685 1.9858
H -2.8178 -1.8934 1.7989
*
```

---

(2)
C46H38As2F5OPdSSe | ωB97M-V/def2-TZVPD

Computed properties:
HOMO level = -10.70 eV
ΔE to the lowest compared entry with this formula, charge and spin = 42.85 kcal/mol
E_LUMO = -4.572 eV
gap between HOMO and LUMO = 0.2252 Ha

```
! wB97M-V def2-TZVPD RIJCOSX def2/J DEFGRID3
* xyz 1 1
Pd -0.4435 -0.4051 1.0542
C -0.7012 -3.4697 -0.0652
C 0.6729 -3.3192 -0.7073
As 1.5532 -1.5782 -0.3851
C 3.3588 -2.2090 -0.7380
C 3.6057 -2.7052 -2.0162
C 4.8429 -3.2563 -2.3140
C 5.8381 -3.2918 -1.3459
C 5.6007 -2.7593 -0.0875
C 4.3600 -2.2133 0.2220
C 1.6906 -1.6095 1.5821
C 1.9563 -0.3989 2.2370
C 2.1905 -0.3724 3.6114
C 2.1513 -1.5468 4.3422
C 1.8815 -2.7548 3.7020
C 1.6539 -2.7868 2.3363
As -1.8049 -1.8608 -0.2408
C -1.7280 -1.4968 -2.1165
C -2.1089 -2.4769 -3.0307
C -1.9757 -2.2272 -4.3878
C -1.4692 -1.0066 -4.8244
C -1.0994 -0.0314 -3.9091
C -1.2242 -0.2727 -2.5467
C -3.5551 -2.5087 0.1571
C -4.6083 -2.3313 -0.7322
C -5.8597 -2.8423 -0.4148
C -6.0550 -3.5073 0.7875
C -5.0041 -3.6582 1.6847
C -3.7514 -3.1537 1.3749
H -0.6183 -3.6485 1.0050
H -1.2574 -4.2996 -0.5000
H 0.5855 -3.3889 -1.7921
H 1.3483 -4.1129 -0.3898
H 2.8377 -2.6667 -2.7799
H 5.0304 -3.6543 -3.3029
H 6.7998 -3.7324 -1.5746
H 6.3809 -2.7689 0.6626
H 4.1865 -1.8071 1.2095
H 2.1024 0.5077 1.6610
H 2.4184 0.5677 4.0990
H 2.3505 -1.5320 5.4066
H 1.8578 -3.6749 4.2726
H 1.4773 -3.7388 1.8527
H -2.5091 -3.4248 -2.6905
H -2.2717 -2.9820 -5.1052
H -1.3679 -0.8175 -5.8856
H -0.7196 0.9234 -4.2517
H -0.9400 0.4889 -1.8289
H -4.4580 -1.8041 -1.6651
H -6.6826 -2.7160 -1.1065
H -7.0322 -3.9039 1.0312
H -5.1627 -4.1624 2.6292
H -2.9366 -3.2588 2.0817
F 0.0788 -0.2354 7.6799
C -0.3941 -0.0180 6.4594
C -0.4055 1.2618 5.9387
F 0.0577 2.2766 6.6645
C -0.8978 1.4730 4.6635
F -0.8755 2.7269 4.2025
C -1.3850 0.4342 3.8795
Se -2.1895 0.8109 2.1897
C -1.3347 -0.8434 4.4239
F -1.7289 -1.9078 3.7227
C -0.8594 -1.0756 5.6989
F -0.8258 -2.3109 6.1960
O 0.1976 1.5822 -0.2198
S 0.5671 2.6743 0.7659
C 2.2101 3.2544 0.2264
C 2.3161 3.9320 -1.1090
C 2.1684 3.1999 -2.2857
C 2.2702 3.8303 -3.5166
C 2.5295 5.1939 -3.5864
C 2.6834 5.9280 -2.4187
C 2.5716 5.2984 -1.1856
C -0.4908 4.1257 0.3958
C -1.3202 3.9114 -0.8417
C -2.4041 3.0386 -0.8339
C -3.1612 2.8406 -1.9792
C -2.8505 3.5264 -3.1474
C -1.7866 4.4169 -3.1556
C -1.0238 4.6022 -2.0109
H 2.7800 2.3233 0.2328
H 2.5665 3.8943 1.0371
H 1.9724 2.1358 -2.2294
H 2.1553 3.2550 -4.4272
H 2.6204 5.6814 -4.5489
H 2.8930 6.9892 -2.4658
H 2.7074 5.8717 -0.2744
H 0.1666 4.9885 0.2941
H -1.0997 4.2380 1.2925
H -2.6756 2.5244 0.0822
H -4.0013 2.1573 -1.9547
H -3.4440 3.3775 -4.0411
H -1.5489 4.9744 -4.0534
H -0.1965 5.2988 -2.0279
*
```

---

(3)
C46H38CoNO5S3 | ωB97M-V/def2-TZVPD

Computed properties:
HOMO level (spin up / spin down) = -9.31 / -9.31 eV
expectation value of S² = 3.76
ΔE to the lowest compared entry with this formula, charge and spin = 6.47 kcal/mol
E_LUMO (spin up / spin down) = -3.193 / -3.844 eV
gap between HOMO and LUMO (spin up / spin down) = 0.2248 / 0.2008 Ha

```
! wB97M-V def2-TZVPD RIJCOSX def2/J DEFGRID3
* xyz 1 4
Co -0.2004 -2.0938 2.1425
C 0.5197 -0.2371 4.2279
C -0.8435 -0.4573 4.0528
C -1.3681 -1.7514 4.1291
C -0.5100 -2.8252 4.4063
C 0.8555 -2.5968 4.6024
C 1.3654 -1.3057 4.5120
H 0.9169 0.7668 4.1552
H -1.5121 0.3766 3.8805
H -2.4366 -1.9077 4.0556
H -0.9197 -3.8166 4.5502
H 1.5072 -3.4236 4.8508
H 2.4193 -1.1299 4.6807
C 6.3209 -1.9625 -3.5863
C 5.1685 -1.6925 -2.6597
C 5.3226 -1.8242 -1.2758
C 4.2678 -1.5987 -0.4135
C 3.0358 -1.2393 -0.9506
C 2.8458 -1.1184 -2.3215
C 3.9218 -1.3386 -3.1672
S 1.6238 -0.8944 0.0244
O 1.6027 -1.9345 1.1763
C 2.0526 0.6437 0.8112
C 2.9281 0.6611 1.9227
C 3.2169 1.8529 2.5110
C 2.6240 3.0612 2.0478
C 2.9116 4.3041 2.6618
C 2.3175 5.4503 2.2191
C 1.3957 5.4094 1.1489
C 1.1052 4.2282 0.5297
C 1.7233 3.0263 0.9559
C 1.4521 1.7773 0.3254
C 0.5296 1.6793 -0.8496
C 0.9812 2.0347 -2.1526
C 2.3045 2.4898 -2.3958
C 2.7019 2.8065 -3.6612
C 1.8006 2.6954 -4.7460
C 0.5298 2.2443 -4.5441
C 0.0906 1.8879 -3.2458
C -1.2125 1.3677 -3.0336
C -1.6261 1.0009 -1.7918
C -0.7444 1.1760 -0.7020
S -1.2355 0.7097 0.9293
O -1.1825 -0.8332 0.9289
C -2.9600 1.0753 0.9074
C -3.8859 0.0465 0.8351
C -5.2329 0.3585 0.9549
C -5.6549 1.6687 1.1602
C -7.1168 1.9911 1.3025
C -4.6950 2.6829 1.2180
C -3.3473 2.3973 1.1020
H 7.2766 -1.8027 -3.0899
H 6.2730 -1.3271 -4.4695
H 6.2929 -2.9995 -3.9276
H 6.2873 -2.1070 -0.8727
H 4.3937 -1.7143 0.6552
H 1.8714 -0.8610 -2.7219
H 3.7858 -1.2465 -4.2376
H 3.3590 -0.2655 2.2799
H 3.9104 1.8999 3.3426
H 3.6125 4.3294 3.4873
H 2.5537 6.3979 2.6846
H 0.9246 6.3246 0.8160
H 0.4060 4.2023 -0.2971
H 2.9997 2.5787 -1.5696
H 3.7164 3.1376 -3.8410
H 2.1255 2.9712 -5.7404
H -0.1586 2.1469 -5.3743
H -1.8794 1.2572 -3.8797
H -2.6150 0.5897 -1.6349
H -3.5588 -0.9746 0.6815
H -5.9670 -0.4348 0.8860
H -7.6714 1.1437 1.7019
H -7.5469 2.2378 0.3296
H -7.2694 2.8484 1.9570
H -5.0124 3.7078 1.3663
H -2.6062 3.1875 1.1651
N -0.4676 -3.9457 1.3104
C -1.4081 -3.7951 0.1956
C -2.6487 -4.4035 0.2268
C -3.5231 -4.1951 -0.8316
C -3.1506 -3.3853 -1.9017
C -1.9016 -2.7798 -1.9067
C -1.0286 -2.9823 -0.8547
S -4.2574 -3.1489 -3.2895
O -4.7486 -4.4862 -3.5567
O -3.3875 -2.5842 -4.3103
O -5.2498 -2.2261 -2.7604
H -0.7317 -4.6944 1.9421
H 0.4699 -4.1639 0.9795
H -2.9375 -5.0238 1.0702
H -4.5037 -4.6535 -0.8399
H -1.6427 -2.1489 -2.7481
H -0.0608 -2.5000 -0.8435
*
```

---

> The highest ΔE to the lowest compared entry with this formula, charge and spin belongs to which entry?

C46H38As2F5OPdSSe

---

> ΔE to the lowest compared entry with this formula, charge and spin of number 2 (C46H38As2F5OPdSSe)?

42.85 kcal/mol

---

> The lowest ΔE to the lowest compared entry with this formula, charge and spin belongs to which entry?

C46H38CoNO5S3